DFT (ωB97M-V/def2-TZVPD) results for a single C3H11N3 molecule at a distorted geometry.

```
17
Properties=species:S:1:pos:R:3:lowdin_charge:R:1
H 1.806 1.596 1.233 0.103
C 1.451 0.588 1.031 -0.288
H 2.281 -1.135 0.323 0.047
N -2.463 0.380 -0.818 0.000
H 3.034 -0.413 1.589 0.059
H -1.926 -1.639 -1.191 0.106
C -1.458 -0.676 -0.945 -0.360
H -2.978 0.465 -1.679 0.060
H 0.776 0.766 -1.013 0.117
H 0.874 0.239 1.897 0.105
N -0.511 -0.538 0.114 -0.069
H -0.232 1.544 0.179 0.106
H -2.992 0.323 0.038 0.065
H 0.084 -1.360 0.123 0.100
C 0.339 0.637 -0.012 -0.256
N 2.623 -0.249 0.676 -0.005
H -1.061 -0.527 -1.977 0.109
```

Properties
E_HOMO	-8.94	eV
net charge	0
structure (SMILES)	NCCNCN
energy	-285.132619	Ha
lowest unoccupied orbital energy	1.06	eV
Kohn-Sham gap	0.3676	Ha
relative energy (zero: lowest compared OMol25 entry of this formula, charge and spin)	28.4	kcal per mole